# C27H76N6O11

A cluster of 11 separate species, C27H76N6O11 in total at a distorted geometry (ωB97M-V/def2-TZVPD, OMol25).

For the energy, the calculation gives -60697.773 eV. The structure (SMILES) is NC(N)=O.NC(N)=O.NC(N)=O.CC(C)O.CC(C)O.CC(C)O.CC(C)O.CC(C)O.CC(C)O.CC(C)O.CC(C)O. The value obtained for the LUMO energy is 0.016 Eh. Its HOMO-LUMO gap is 9.775 eV. As for the HOMO energy: -9.35 eV.

```
120
Properties=species:S:1:pos:R:3:lowdin_charge:R:1
N -7.1731 -15.8148 14.6232 0.172
C -6.3459 -16.5153 15.4101 -0.712
N -5.9103 -17.6243 14.8939 0.200
O -6.0231 -16.1378 16.5266 -0.017
H -7.4049 -14.8752 15.0349 0.095
H -7.4254 -16.0139 13.6442 0.126
H -6.2744 -17.9722 14.0331 0.112
H -5.2772 -18.2517 15.3375 0.064
N -5.9153 -9.4330 18.0238 0.136
C -5.1781 -10.5873 17.5685 -0.567
N -3.8004 -10.5915 17.7896 0.177
O -5.7547 -11.4994 17.0101 0.008
H -5.4639 -9.0357 18.8416 0.077
H -6.8869 -9.4183 18.2454 0.080
H -3.4125 -9.7145 18.1624 0.110
H -3.2017 -11.3193 17.4422 0.050
N -3.2134 -15.2694 17.2847 0.201
C -3.2910 -13.9811 16.7727 -0.535
N -4.3867 -13.7802 15.8997 0.160
O -2.4441 -13.0575 17.0145 -0.049
H -3.8214 -15.9904 16.8852 0.070
H -2.3652 -15.6264 17.7108 0.084
H -5.1180 -14.4946 16.0837 0.071
H -4.7978 -12.8482 15.9244 0.061
C -1.3854 -19.6186 15.6962 -0.063
C -2.6181 -18.7930 15.8203 -0.485
C -2.3917 -17.5095 14.9588 -0.053
O -3.7913 -19.3584 15.2947 -0.060
H -1.1391 -19.9194 14.6658 0.093
H -1.5468 -20.5140 16.2926 0.087
H -0.5261 -19.0588 16.0272 0.082
H -2.7300 -18.5899 16.8873 0.136
H -1.4987 -16.9338 15.3162 0.086
H -3.2373 -16.8071 14.9665 0.051
H -2.2880 -17.8640 13.9311 0.084
H -3.6006 -19.9583 14.5901 0.093
C -1.4535 -13.7119 13.4854 -0.061
C -1.7731 -12.2696 13.6402 -0.549
C -1.1845 -11.4379 12.4557 -0.035
O -3.1266 -12.1412 13.7432 -0.044
H -1.9540 -14.3192 14.2034 0.049
H -0.3784 -13.9135 13.6780 0.077
H -1.7342 -14.0337 12.4920 0.086
H -1.2783 -11.9030 14.5873 0.139
H -1.3333 -10.3585 12.5124 0.074
H -1.5910 -11.8209 11.5226 0.078
H -0.1334 -11.5387 12.5725 0.059
H -3.4514 -12.7927 14.3981 0.044
C -4.2393 -13.4087 19.9498 -0.049
C -4.9431 -14.2999 20.9718 -0.514
C -4.5979 -14.0136 22.4380 -0.049
O -6.3396 -14.2245 20.8321 -0.059
H -3.1934 -13.8195 19.8737 0.062
H -4.2138 -12.3574 20.2237 0.074
H -4.7001 -13.6516 18.9823 0.072
H -4.6078 -15.3338 20.8171 0.110
H -5.0546 -13.0556 22.6862 0.076
H -3.5060 -13.9254 22.5110 0.074
H -5.0450 -14.7858 23.0775 0.081
H -6.8215 -14.9799 20.4088 0.086
C -7.4384 -19.2179 19.4076 -0.047
C -6.7033 -17.8989 19.7329 -0.506
C -5.2479 -17.9837 19.3999 -0.057
O -7.2536 -16.6998 19.2253 -0.057
H -6.9354 -20.0499 19.9217 0.080
H -7.3495 -19.4910 18.3614 0.068
H -8.4910 -19.1731 19.6749 0.075
H -6.8313 -17.8206 20.7874 0.123
H -5.1634 -17.9706 18.3202 0.065
H -4.7293 -18.8187 19.8985 0.096
H -4.7297 -17.1159 19.7823 0.052
H -6.8023 -16.5912 18.3344 0.081
C 1.1872 -14.4383 15.9616 -0.046
C 2.1271 -15.1962 16.9596 -0.500
C 3.4566 -14.6224 16.9362 -0.078
O 1.5341 -15.1493 18.2426 -0.106
H 1.4703 -14.7244 14.9415 0.078
H 1.2265 -13.3455 16.1540 0.090
H 0.1405 -14.6794 16.0890 0.056
H 2.1532 -16.2940 16.7284 0.153
H 3.7764 -14.3428 15.9096 0.095
H 4.2805 -15.1518 17.4219 0.087
H 3.3697 -13.6162 17.3754 0.087
H 1.0841 -14.2454 18.3652 0.091
C 0.1064 -17.8926 20.7248 -0.054
C -0.8560 -16.8506 20.2283 -0.523
C -0.6917 -15.5094 20.8957 -0.032
O -0.6332 -16.7067 18.8496 -0.083
H 1.1115 -17.4901 20.6461 0.084
H 0.0210 -18.8303 20.1461 0.090
H -0.1019 -18.1228 21.7490 0.069
H -1.8509 -17.2698 20.3029 0.127
H -0.7867 -15.6295 21.9739 0.089
H -1.3200 -14.7831 20.4225 0.048
H 0.3588 -15.2657 20.6657 0.087
H 0.1993 -16.2237 18.7238 0.037
C -0.8416 -11.3229 20.3072 -0.037
C -0.1437 -11.4884 18.9926 -0.543
C 1.2609 -11.0175 18.9192 -0.063
O -0.0819 -12.8405 18.6089 -0.102
H -1.7577 -11.9768 20.1962 0.074
H -1.2819 -10.3834 20.5511 0.070
H -0.2324 -11.8262 21.0581 0.090
H -0.7030 -10.8898 18.2114 0.145
H 1.8396 -11.6316 19.6235 0.089
H 1.3059 -9.9672 19.3116 0.100
H 1.7456 -11.0859 17.9394 0.081
H -0.9588 -13.1351 18.2379 0.077
C -9.1592 -11.4444 15.6840 -0.050
C -8.3233 -11.9586 14.5789 -0.480
C -7.3932 -10.9702 13.8837 -0.043
O -7.5418 -13.0239 15.1313 -0.086
H -8.5052 -11.0749 16.4913 0.082
H -9.7047 -12.2683 16.0611 0.068
H -9.8792 -10.6935 15.2701 0.102
H -8.8807 -12.4058 13.7966 0.124
H -6.6477 -10.5110 14.5648 0.079
H -7.9178 -10.0847 13.4554 0.092
H -6.7794 -11.4530 13.1450 0.072
H -6.7647 -12.6461 15.5415 0.035
```